11
Properties=species:S:1:pos:R:3:forces:R:3 method="wB97M-V/def2-TZVPD" charge=+1 homo_lumo_gap_ev=9.99
C -0.626 -0.240 0.981 0.873 0.830 -1.954
C 0.498 1.069 -0.234 -1.093 -0.612 1.421
N -1.210 -1.216 0.365 -0.175 -0.115 0.496
N 1.254 0.417 -1.100 0.254 -0.418 -0.459
Cl -0.688 -0.127 2.630 -0.148 -0.106 0.489
H 0.993 1.523 0.610 0.042 0.069 0.015
H -0.365 1.598 -0.612 0.010 0.029 -0.070
H -1.735 -1.953 0.838 0.083 0.125 -0.010
H -1.182 -1.273 -0.647 0.099 0.066 0.103
H 2.158 0.064 -0.827 -0.078 0.014 -0.097
H 0.903 0.137 -2.004 0.133 0.119 0.067



27
Properties=species:S:1:pos:R:3:forces:R:3 method="wB97M-V/def2-TZVPD" smiles=Cc1ccc(O)cc1.CCC homo_lumo_gap_ev=9.27
C 0.514 -0.266 2.188 0.149 -0.420 0.242
C -0.937 -0.747 1.978 0.206 -0.401 1.669
C 0.663 1.251 2.329 0.046 -0.339 -1.485
H 1.114 -0.693 1.379 -0.067 0.594 -0.339
H 0.998 -0.752 3.044 -0.412 0.057 0.202
H -0.935 -1.459 1.161 -0.626 0.217 -0.279
H -1.333 -1.264 2.865 0.452 -0.358 -0.095
H 0.568 1.583 3.356 0.029 0.222 0.006
H -1.678 0.051 1.960 0.238 0.261 -0.972
H -0.074 1.723 1.671 -0.264 0.107 0.439
H 1.588 1.575 1.844 0.306 0.054 0.664
C -2.462 -0.284 -1.175 -0.774 -0.475 0.788
C -0.398 1.101 -1.367 -0.637 0.751 -0.397
C -1.023 -0.157 -1.515 0.967 1.491 0.015
C 0.956 1.333 -1.475 -0.128 -1.730 0.219
C 1.739 0.197 -1.754 0.850 0.768 -0.072
C -0.179 -1.223 -1.692 0.175 -0.794 0.172
C 1.214 -1.074 -1.828 -0.981 0.270 0.021
O 3.084 0.435 -1.946 -0.185 -0.341 0.222
H -1.043 1.964 -1.210 0.020 -0.090 0.237
H 1.444 2.252 -1.192 -0.105 0.246 -0.401
H -3.225 0.395 -1.556 0.563 0.294 -0.716
H -2.511 -0.086 -0.104 -0.225 -0.332 0.199
H -0.623 -2.212 -1.619 0.215 -0.100 -0.325
H 3.525 -0.421 -2.012 0.089 0.159 -0.047
H 1.855 -1.932 -1.978 0.021 -0.053 -0.030
H -2.839 -1.291 -1.353 0.077 -0.057 0.064



20
Properties=species:S:1:pos:R:3:forces:R:3 method="wB97M-V/def2-TZVPD" homo_lumo_gap_ev="6.98 / 6.98"
C -1.244 -2.217 0.206 0.208 0.460 -0.604
C -1.697 -1.051 0.810 -0.030 -0.132 0.549
C 2.981 -0.573 0.504 -0.036 -0.120 -0.074
C 2.649 0.639 0.099 0.088 0.243 0.227
C -1.660 1.260 -0.030 0.266 -0.150 -0.008
N -0.700 -1.986 -0.965 -0.072 -1.127 -0.058
N -0.707 -0.627 -1.111 0.672 0.616 -0.149
N -1.401 -0.034 -0.059 -0.672 0.933 -0.252
O 1.637 0.937 -0.754 -0.018 0.115 -0.244
O -2.042 1.798 1.174 0.233 -0.289 -0.308
O -1.156 2.056 -1.012 -0.097 -0.144 0.075
H -1.300 -3.213 0.596 -0.031 -0.223 0.075
H -2.201 -0.875 1.731 -0.117 0.151 0.243
H 3.789 -0.720 1.193 0.216 0.047 0.157
H -0.897 -0.273 -2.043 -0.348 0.027 0.291
H 2.455 -1.447 0.154 -0.127 -0.153 -0.066
H 3.150 1.536 0.435 0.070 0.015 0.030
H 1.221 0.108 -1.043 -0.250 0.045 0.081
H -2.687 2.502 1.029 0.079 -0.155 -0.117
H -0.191 2.181 -0.913 -0.032 -0.157 0.153



19
Properties=species:S:1:pos:R:3:forces:R:3 method="wB97M-V/def2-TZVPD" charge=+1 smiles=CC[NH2+]CCN homo_lumo_gap_ev=11.53
N 0.885 -0.246 -2.137 0.156 -0.336 -0.746
C 0.702 1.058 -1.549 -0.115 0.756 0.714
C 1.003 1.000 -0.050 0.757 -0.171 0.390
N 0.373 -0.260 0.527 -0.439 1.206 -1.043
C -0.790 -0.065 1.425 -0.087 -0.388 1.298
C -1.629 -1.327 1.495 -1.213 0.076 0.099
H 0.397 -0.338 -3.021 -0.393 0.074 0.152
H 1.847 -0.414 -2.422 0.112 0.068 0.432
H 0.017 -0.700 -0.332 0.403 -0.648 -0.146
H -0.333 1.391 -1.628 -0.198 -0.284 -0.295
H 1.285 1.887 -1.952 0.212 -0.095 -0.207
H 2.074 0.954 0.173 -0.135 -0.125 -0.231
H 0.635 1.880 0.464 -0.261 -0.029 0.139
H 1.093 -0.865 0.915 -0.250 -0.091 0.147
H -0.420 0.216 2.409 0.253 -0.090 0.004
H -1.411 0.769 1.123 0.222 0.192 -0.593
H -2.477 -1.266 0.810 0.208 -0.020 -0.285
H -2.126 -1.413 2.464 0.349 -0.010 0.079
H -1.125 -2.262 1.287 0.421 -0.086 0.091



9
Properties=species:S:1:pos:R:3:forces:R:3 method="wB97M-V/def2-TZVPD" homo_lumo_gap_ev="7.85 / 7.85"
C -2.300 -0.474 0.145 -3.706 -3.142 -0.589
C -1.367 0.178 -0.172 5.289 5.477 1.739
C 1.287 -0.442 -0.360 -0.081 2.879 1.052
C 1.090 0.755 0.199 0.629 -0.293 1.221
O -0.038 1.423 0.428 -4.264 -3.595 -2.247
H -3.125 -1.210 -0.034 1.201 1.233 0.686
H 2.316 -0.702 -0.379 0.351 -1.161 -0.465
H 0.339 -0.831 -0.663 0.071 -1.264 -0.734
H 1.798 1.303 0.837 0.510 -0.135 -0.663



23
Properties=species:S:1:pos:R:3:forces:R:3 method="wB97M-V/def2-TZVPD" homo_lumo_gap_ev=8.83
C -1.219 -0.811 1.237 0.979 2.957 -0.413
C 1.266 -0.903 0.302 -4.303 0.960 1.296
C 1.788 0.327 0.542 2.362 3.123 -2.070
C 2.742 0.775 -0.505 1.270 -0.758 -0.522
C 3.108 0.008 -1.720 -1.308 -1.537 2.968
C 2.558 -1.337 -1.740 0.504 0.301 -1.090
C 1.609 -1.784 -0.600 5.203 0.083 -7.684
C -1.991 1.668 1.021 -3.727 -1.031 4.102
C -2.536 2.260 -0.109 3.141 -2.932 1.238
C -1.533 0.542 -0.817 0.718 -1.531 -1.716
H 0.296 -1.935 1.977 -1.606 1.519 -4.758
H 1.338 0.969 1.359 1.013 -0.656 -1.202
H 3.506 1.616 -0.549 -1.915 -0.277 1.244
H 3.928 0.459 -2.401 -1.853 -1.085 0.982
H 2.859 -1.959 -2.836 -1.259 1.321 3.869
H 1.109 -2.673 -0.848 -0.747 -0.964 0.355
H -2.411 1.373 2.153 1.035 2.299 -2.808
H -3.116 3.049 -0.105 -2.613 3.950 -0.198
H -1.305 -0.263 -1.721 0.118 1.676 3.385
N -0.051 -1.343 0.797 2.959 -3.777 6.896
N -1.387 0.547 0.656 0.822 -3.394 -5.623
N -2.159 1.599 -1.252 -0.055 -0.473 1.389
O -1.972 -1.341 1.987 -0.739 0.228 0.359



The following total energy values (in Eh) correspond, in order, to the records above: -649.2043; -465.8494; -585.7611; -269.4707; -229.7930; -625.7273.